1.
Molecular formula: C11H12NO4PtS2Se3Te
Method: DFT, ωB97M-V/def2-TZVPD

Each line ends with the natural charge from an NBO analysis.
Geometry (Å):
Pt 0.89551 -0.02610 1.88776  0.8783
Te -0.84223 -2.20292 4.29432  0.7643
Se -1.00868 1.26207 2.70632  0.1108
Se -2.28994 -0.06482 3.97834  0.0214
Se 1.35769 -1.30730 4.01374  -0.2708
S 0.05543 -1.16570 -0.57167  2.2732
S 3.40989 2.09128 1.17645  1.2474
O 2.78983 0.93635 1.97912  -1.0121
O -2.19850 -2.57591 1.97618  -0.6399
O 1.30796 -1.77562 -0.88421  -0.9013
O 0.04247 0.29371 -0.63124  -0.9719
N -0.45377 -1.50668 0.94296  -0.9551
C -2.74162 -2.69988 -3.09408  -0.1719
C -3.56942 -3.25383 -2.12486  -0.1777
C 1.30129 3.39736 0.13022  -0.4193
C -1.60670 -2.20229 0.95940  0.6594
C -1.58264 -2.01539 -2.74180  -0.1942
C -3.27038 -3.14238 -0.77230  -0.1480
C -1.30605 -1.91107 -1.39683  -0.2481
C 3.00373 1.80529 -0.57026  -0.6022
C 2.23481 3.47152 1.33380  -0.5919
C 2.18127 2.99543 -1.04538  -0.4125
C -2.12211 -2.45672 -0.41950  -0.1511
H 0.79903 4.35086 -0.02923  0.2434
H 1.77129 3.36786 2.31423  0.2540
H -3.00426 -2.80598 -4.13759  0.2358
H 1.60283 2.71750 -1.92554  0.2501
H 2.41655 0.88822 -0.58680  0.2653
H -0.92504 -1.59022 -3.48712  0.2429
H 0.52822 2.63827 0.28426  0.2177
H -3.90901 -3.57473 -0.01474  0.2445
H 3.92914 1.63504 -1.11707  0.2584
H 2.83225 3.82631 -1.32623  0.2180
H -4.46122 -3.78400 -2.42983  0.2345
H 2.83239 4.38444 1.32918  0.2486

Energy, hartree: -9169.8070
Strongest force on any atom, eV Å⁻¹: 0.56
Multiplicity: 5
Charge: +1
Energy above the lowest of the compared OMol25 structures with the same formula, charge and spin, kJ/mol: 0.0
HOMO level (spin up / spin down), eV: -11.2 / -12.1
Expectation value of S²: 6.020

2.
Molecular formula: C11H12O3
Method: DFT, ωB97M-V/def2-TZVPD

Each line ends with the natural charge from an NBO analysis.
Geometry (Å):
O 1.23928 0.88286 1.24742  -0.5266
O 1.35998 0.34676 -1.01578  -0.5514
O 1.96213 -2.98785 -0.38974  -0.5386
C 1.54991 1.66703 -1.50892  -0.2536
C -1.10679 -1.02030 0.26033  0.0710
C -0.83735 0.33795 0.12087  -0.1209
C -2.39283 -1.50878 0.21857  -0.2325
C -1.83237 1.27508 -0.03515  -0.1874
C 0.27667 -1.56374 0.45444  -0.4037
C 0.94280 -2.36235 -0.56603  0.4177
C -3.40645 -0.57052 0.04684  -0.1954
C 2.62030 0.61054 1.47190  -0.2666
C 0.67427 0.27576 0.17782  0.6541
C -3.13482 0.78341 -0.06635  -0.2121
H 0.45598 -2.33064 -1.55936  0.1075
H 2.72116 0.13404 2.44811  0.1934
H 3.01434 -0.04934 0.69866  0.2059
H 1.82491 1.55749 -2.55604  0.2031
H 3.16897 1.55409 1.47032  0.1864
H -1.63784 2.33372 -0.12057  0.2169
H 2.35157 2.17616 -0.96425  0.1766
H -2.61496 -2.56065 0.31379  0.2192
H -3.95476 1.47407 -0.19414  0.2146
H 0.55876 -1.80197 1.47583  0.2311
H 0.63012 2.25094 -1.43199  0.1767
H -4.43296 -0.90376 0.00341  0.2146

Energy, hartree: -651.9892
Strongest force on any atom, eV Å⁻¹: 3.02
Multiplicity: 1
Energy above the lowest of the compared OMol25 structures with the same formula, charge and spin, kJ/mol: 282.0
HOMO level, eV: -9.1

3.
Molecular formula: C11H13AlBBrN
Method: DFT, ωB97M-V/def2-TZVPD

Each line ends with the natural charge from an NBO analysis.
Geometry (Å):
Br 1.22730 -2.56690 0.28258  -0.5568
Al 0.60750 -0.44708 -0.53137  1.6660
N 1.11335 0.52873 1.07833  -0.7573
C 1.04696 0.45670 2.24855  0.5182
C 0.94000 1.41313 -1.97179  -0.3337
C 1.92756 -0.69870 -2.09876  -0.4417
C -1.98502 -0.32598 1.59837  -0.2913
C 2.05537 0.62773 -1.51020  -0.4671
C 0.73703 -0.68898 -2.90213  -0.3490
C -1.93451 0.68602 -0.46921  -0.2689
C -1.52465 -0.70550 -0.64452  -0.6794
C -1.66794 -1.32608 0.67712  -0.2489
C -2.16023 0.91338 0.89178  -0.2868
C 0.17876 0.61569 -2.86124  -0.2792
B 0.81823 0.25494 3.75199  -0.6087
H -2.08624 1.40321 -1.27483  0.2068
H 0.82195 2.48902 -1.82029  0.2374
H -0.23365 0.77938 4.06801  0.0178
H -1.61028 -1.26342 -1.58240  0.2506
H 0.74473 -0.93790 3.97611  0.0332
H 1.71788 0.76723 4.37849  0.0076
H 2.69374 -1.46913 -2.09675  0.2646
H -0.61846 0.97729 -3.51484  0.2236
H -2.49510 1.84641 1.34164  0.2019
H -2.11709 -0.45360 2.67050  0.2205
H 0.42659 -1.48834 -3.57029  0.2329
H 2.93665 1.00458 -0.99562  0.2594
H -1.56043 -2.39183 0.88078  0.2283

Energy, hartree: -3323.1332
Strongest force on any atom, eV Å⁻¹: 2.74
Multiplicity: 1
Charge: -1
Energy above the lowest of the compared OMol25 structures with the same formula, charge and spin, kJ/mol: 0.0
HOMO level, eV: -4.4

4.
Molecular formula: C11H13BO2
Method: DFT, ωB97M-V/def2-TZVPD

Each line ends with the natural charge from an NBO analysis.
Geometry (Å):
O 4.79217 0.89306 0.03826  -0.8817
O 3.64446 -1.13460 -0.13399  -0.9023
C -2.81249 0.49633 -0.11513  -0.1995
C -1.20691 -1.54695 -0.21656  0.0009
C -0.58742 2.22176 0.04017  -0.1981
C -0.36278 0.81757 -0.09569  -0.0780
C -1.15641 -2.23193 1.09952  -0.6764
C 2.16833 0.85698 -0.02416  -0.5250
C 0.99867 0.23579 -0.16280  -0.1280
C -3.04420 1.84583 -0.04843  -0.2023
C -1.05072 -2.18224 -1.36771  -0.3893
C -1.48037 -0.01769 -0.24878  -0.0221
C -1.89081 2.71687 0.03817  -0.2004
B 3.61824 0.23234 -0.09263  1.0774
H 4.56355 -1.62224 -0.07798  0.4822
H 5.59129 0.24955 0.14304  0.4857
H -3.99323 2.23149 0.15115  0.2109
H -1.78839 -3.15849 1.01650  0.2338
H -0.18431 -2.51562 1.64804  0.2378
H -1.17051 -1.60816 -2.22463  0.1985
H -0.74651 -3.18097 -1.40084  0.1939
H 0.12933 3.03804 0.04177  0.2231
H 1.02569 -0.79998 -0.24160  0.2134
H -2.09123 3.77296 0.26484  0.2092
H -1.56216 -1.34451 1.80727  0.2255
H 2.16323 1.92216 0.41234  0.2021
H -3.56651 -0.18732 -0.25016  0.2088

Energy, hartree: -602.3034
Strongest force on any atom, eV Å⁻¹: 3.39
Multiplicity: 1
Energy above the lowest of the compared OMol25 structures with the same formula, charge and spin, kJ/mol: 26.2
HOMO level, eV: -8.5
SMILES string: C=C(C)c1ccccc1/C=C/B(O)O

5.
Molecular formula: C11H13BrCsF8K2MgN3O10S2
Method: DFT, ωB97M-V/def2-TZVPD

Each line ends with the Mulliken charge.
Geometry (Å):
Cs -3.17328 -6.67629 -1.54271  0.8999
Br -0.35174 1.42777 1.80404  -0.0997
K -1.55606 -4.85242 2.05138  0.9810
K 4.65534 1.70839 -0.80148  0.7307
S 2.85852 -3.45935 -0.26757  0.9561
S 5.24338 -3.19997 -0.40497  -0.2459
Mg 1.35728 0.53519 -3.10284  0.2099
F 0.12370 -0.92740 1.33345  -0.1435
F 2.89730 -1.22774 1.15665  -0.2480
F -3.85044 -2.61151 0.38313  -0.5333
F 1.68479 -2.79184 1.97519  -0.2283
F -0.17411 0.18411 -0.87868  -0.1876
F -0.11878 -2.57927 -0.03335  -0.2107
F 1.96946 0.06053 -1.08608  -0.1099
F 0.54696 -1.34720 -2.12332  -0.1450
O -3.16369 2.21249 -1.51040  -0.5610
O -1.28619 1.10800 7.03097  -0.6114
O -3.21076 0.07917 -1.69291  -0.5280
O -0.79962 1.57786 4.87808  -0.4325
O -3.10247 0.98021 0.24410  -0.4832
O -1.26068 -5.30894 -2.42334  -0.6733
O -2.35414 -4.04535 -1.16921  -0.4958
O 2.26166 -3.52875 -1.57553  -0.6016
O -1.41806 -5.87819 -0.26744  -1.0352
O 2.73785 -4.71076 0.41570  -0.6502
N -3.17142 1.09521 -0.98428  1.0068
N 6.17712 -0.73393 0.00408  -0.5213
N -3.56069 6.09647 -3.41510  0.0232
C -3.45570 7.40818 -3.03486  -0.4820
C 0.78595 -0.68611 -0.96155  0.3901
C -0.85358 -0.68494 5.55071  -0.4536
C -3.37257 7.44089 -1.66948  -0.4612
C -3.53825 5.29015 -2.30868  -0.5659
C -3.42468 6.09478 -1.20867  -0.4505
C 0.70454 -1.59728 0.30829  0.6527
C 5.52394 -1.54414 -1.04757  0.2313
C -0.99971 0.83098 5.87165  0.5847
C -1.65571 -5.12274 -1.23938  1.0879
C 1.99232 -2.16968 0.82265  0.2842
H -3.60551 4.22007 -2.40001  0.5973
H -3.38335 5.75730 -0.18723  0.4387
H 5.89972 -1.07093 0.91576  0.2828
H -3.64178 5.77413 -4.35973  0.1848
H 6.15063 -1.62708 -1.92054  0.4059
H 4.52510 -1.09204 -1.28751  -0.2511
H 5.87426 0.22244 -0.08222  0.0615
H 5.71124 -4.01720 -1.37804  0.2079
H -1.79549 -1.18545 5.76937  0.2492
H -3.28376 8.32876 -1.06607  0.3845
H -3.45085 8.19900 -3.76519  0.3665
H -0.06874 -1.10692 6.17743  0.2563
H -0.59924 -0.84864 4.50326  -0.0647

Energy, hartree: -6932.2205
Strongest force on any atom, eV Å⁻¹: 10.73
Multiplicity: 1
HOMO level, eV: -6.8

6.
Molecular formula: C11H13BrHgNO5P
Method: DFT, ωB97M-V/def2-TZVPD

Each line ends with the natural charge from an NBO analysis.
Geometry (Å):
Hg -0.51070 0.87632 4.28805  0.7186
Br -2.79288 2.56484 0.48431  0.1760
P -1.33516 -1.87499 -2.17514  1.7537
O -1.91719 -1.09744 -3.41455  -0.9430
O -0.26110 -2.90750 -2.63544  -0.9385
O 0.54524 -0.02970 -2.23890  -0.5269
O -0.32156 1.82624 -1.43643  -0.4639
O 1.70909 1.87494 -2.36351  -0.4394
N 1.91760 -2.48456 1.84386  -0.2932
C 0.75725 1.30701 -2.05540  0.9613
C 0.44115 -1.17840 -0.13881  -0.0641
C -0.35074 -0.50197 -1.21866  0.0265
C 0.60669 -2.27244 1.96359  0.0461
C -0.22060 1.54187 1.38095  -0.3543
C -1.45874 1.15862 0.56966  -0.2929
C 2.51507 -2.03623 0.75149  0.0655
C -1.12399 0.79685 -0.90693  0.0369
C -0.05550 2.98659 1.78542  -0.6481
C -0.18097 -1.66346 1.02159  -0.2595
C 1.80999 -1.39075 -0.25809  -0.1869
H -2.09437 0.70964 -1.38717  0.2495
H 0.68483 1.24662 0.86071  0.2444
H 2.34145 -1.06609 -1.13361  0.2573
H -1.23840 -1.55478 1.18601  0.2317
H -2.00051 0.34716 1.03153  0.2500
H -1.22237 -0.65824 -3.94290  0.5322
H 3.57200 -2.20758 0.62970  0.2443
H 0.27716 -2.66725 -3.41275  0.5443
H 0.13954 -2.60441 2.88195  0.2251
H -0.25773 0.87819 2.36336  0.1120
H -0.02818 3.62912 0.91547  0.2686
H -0.83336 3.33513 2.45165  0.2281
H 0.88699 3.11668 2.30899  0.2386

Energy, hartree: -3925.9265
Strongest force on any atom, eV Å⁻¹: 3.13
Multiplicity: 1
Charge: +2
HOMO level, eV: -15.6